No. 1
Formula: C47H128N8O13
Source: the OMol25 dataset
Level of theory: the ωB97M-V functional and the def2-TZVPD basis

Last column: Mulliken charge in e.
Element x y z (Å)
O1 -2.7451 -0.9139 1.6561  0.422
O2 4.1091 5.8923 1.8574  -0.481
O3 0.7597 -1.7901 -6.0971  -0.232
O4 -6.0083 2.3962 -1.3311  -0.432
O5 3.3893 -1.9301 3.0347  -0.086
O6 3.0982 2.8809 4.8102  -0.360
O7 -3.7950 -3.5849 2.3654  -0.424
O8 0.5866 6.3472 0.5610  -0.137
O9 -3.3425 -5.2780 -2.2165  -0.458
O10 0.9494 5.3565 -4.3608  -0.456
O11 1.9244 -5.7312 2.6826  -0.347
O12 -1.1442 -0.3898 -0.7789  2.140
O13 4.0636 -0.4828 -2.8593  -0.229
N1 -2.1022 -1.3783 -6.0063  -0.670
N2 -3.0308 0.9707 -3.0012  -0.424
N3 5.2120 3.9121 0.0228  -0.729
N4 -4.9867 -7.3432 -3.0034  -0.778
N5 4.8482 0.6797 2.9568  -0.423
N6 -0.6671 3.0259 -2.1024  0.184
N7 6.2473 0.1037 -1.3167  -0.775
N8 -2.9584 5.2393 0.6053  -0.412
C1 0.5609 -7.5711 2.0017  -1.278
C2 -5.3868 -5.9202 -3.2595  0.667
C3 -3.6499 -5.8709 3.0281  -1.502
C4 -4.7997 -5.2296 -2.0774  -0.789
C5 2.1285 -2.4823 3.1299  -0.547
C6 3.0626 2.8476 0.0975  -0.542
C7 1.2728 2.6701 -3.7266  -1.801
C8 3.4032 4.7001 1.6728  1.023
C9 3.1744 -0.7985 -3.8620  -0.355
C10 3.6543 -1.1607 4.1604  -0.434
C11 0.2380 -0.5609 -0.3931  1.022
C12 0.3551 -0.1240 1.0486  0.500
C13 0.6416 -1.9948 -0.5476  -0.594
C14 -6.8894 -5.6861 -3.2689  -1.386
C15 -2.9962 -4.5352 3.1774  0.573
C16 1.3978 -5.9118 0.3839  -0.901
C17 -4.6762 2.2511 -1.7261  0.366
C18 4.7696 -1.5293 -0.1662  -0.858
C19 -3.5040 -0.2807 3.8297  -1.511
C20 -0.0478 -2.6235 -5.2755  -1.036
C21 -6.1147 3.7066 -0.6680  -0.672
C22 -1.9163 -2.4451 -3.7042  -0.841
C23 -1.7836 5.7499 1.2255  0.018
C24 0.6701 7.3619 1.5478  -0.878
C25 0.9359 3.3872 5.7793  -1.750
C26 0.5218 3.5369 -2.7350  2.236
C27 -4.8709 -0.2043 -1.8118  -1.170
C28 5.0220 -1.4730 -2.6082  -0.932
C29 -4.4599 0.9986 -2.6110  -0.108
C30 5.2656 0.2762 5.2888  -1.549
C31 -0.7260 6.1480 0.1050  0.207
C32 -0.0648 4.7345 -3.5234  -0.926
C33 -1.2341 -1.7544 -4.8378  0.539
C34 1.2532 2.4965 3.4499  0.150
C35 -1.2163 4.6825 2.1411  -0.125
C36 5.6771 -1.2081 -1.3319  0.445
C37 -3.5661 0.0650 2.3638  0.265
C38 1.7108 -6.6691 1.6764  0.487
C39 1.7103 -2.5483 -6.8033  -0.878
C40 -1.6074 -4.3695 2.6887  0.009
C41 4.8963 -0.4040 3.9833  0.369
C42 3.7872 4.1188 0.3324  0.205
C43 1.7966 3.4276 4.5283  0.702
C44 -2.9199 1.4129 2.0409  -0.195
C45 1.8544 6.0564 -3.5166  -0.504
C46 -2.7098 -4.6277 -1.1450  -0.211
C47 4.3585 6.1431 3.2379  -0.811
H1 -2.9260 -5.1821 -0.2389  0.221
H2 4.5974 -2.4900 -2.5590  0.438
H3 -2.8290 1.5742 0.9762  -0.395
H4 2.3251 -5.5079 -0.1013  0.294
H5 -2.8158 4.4851 -0.0474  -0.016
H6 5.5165 3.1234 0.5783  0.286
H7 6.5309 -1.8901 -1.3548  0.289
H8 0.1494 7.0759 2.5080  0.248
H9 -0.3095 5.0854 2.5959  -0.062
H10 0.8655 -6.5783 -0.2789  0.466
H11 -2.4915 -0.2482 4.2087  0.170
H12 1.2656 3.8351 -1.9562  -1.146
H13 -0.9284 -4.8067 3.4285  0.522
H14 -3.1246 -1.7986 1.7531  -0.240
H15 -2.0829 6.6224 1.8391  0.406
H16 -1.2682 -2.3833 -2.8251  -0.243
H17 0.0443 0.9258 1.1789  -0.876
H18 3.4714 4.8366 -0.4156  0.032
H19 6.1200 0.9337 5.1665  0.379
H20 3.4129 -0.2331 -4.7941  0.275
H21 -2.1281 -3.4827 -3.9395  0.546
H22 -0.7625 -0.8479 -4.4616  0.070
H23 -4.2534 -0.2871 -0.9285  -0.057
H24 2.3856 -3.0524 -6.0943  0.311
H25 -3.1485 -3.6186 -1.0081  0.089
H26 -4.5887 0.1096 1.9775  0.432
H27 -2.8719 -2.0225 -3.4785  0.306
H28 5.2316 -1.3815 0.8110  0.349
H29 -4.0553 0.3781 4.5090  0.426
H30 -1.9049 1.3015 2.4445  -0.543
H31 2.2996 -1.8250 -7.3890  0.239
H32 1.6150 -2.1979 -0.0830  0.106
H33 0.7329 -8.2407 2.8694  0.392
H34 1.7124 7.5986 1.7160  0.234
H35 -1.3317 2.7303 -2.7926  0.227
H36 -5.2781 -7.8765 -3.7944  0.248
H37 -3.6856 -6.2094 2.0115  0.214
H38 -1.0972 3.6799 1.7050  -0.417
H39 -0.5056 5.5123 -2.9255  0.473
H40 -0.6910 5.3425 -0.6139  -0.718
H41 0.7473 0.0952 -1.1135  -0.311
H42 -0.0713 -2.6547 -0.0229  -0.436
H43 -1.6573 -4.6408 -1.4172  0.195
H44 -7.0802 -4.6163 -3.1560  0.307
H45 -0.5545 -3.3545 -5.9491  0.393
H46 -1.4773 -0.9597 -6.6461  0.306
H47 -4.9264 -5.5818 -4.1602  0.328
H48 -3.9408 2.2372 -0.8729  -0.520
H49 -1.4286 -4.8390 1.7301  -0.413
H50 -4.7780 -1.1224 -2.3795  0.258
H51 -2.6468 -2.1905 -6.3171  0.300
H52 -1.8910 4.6376 2.9864  0.389
H53 2.3167 4.8623 1.7077  -0.355
H54 0.3221 -8.1984 1.1566  0.414
H55 0.6721 -2.3560 -1.5685  0.162
H56 -5.9069 -0.0835 -1.4668  0.568
H57 3.4620 3.2966 5.6177  0.284
H58 -0.0724 3.6509 5.6023  0.395
H59 -5.0171 -4.1573 -1.9737  0.257
H60 -5.8868 4.5132 -1.3759  0.291
H61 -7.3960 -6.0665 -4.1660  0.368
H62 -1.3768 -3.3321 2.5119  -0.312
H63 2.5747 6.5400 -4.1272  0.345
H64 0.5526 -3.1308 -4.5240  0.421
H65 -2.5368 0.6989 -2.1769  -0.085
H66 -4.3420 3.0584 -2.3912  0.453
H67 5.5557 -0.5276 5.9665  0.507
H68 3.3315 2.4496 -0.8914  0.535
H69 -0.7578 4.3633 -4.2941  0.424
H70 2.1614 -0.5175 -3.5189  -0.131
H71 3.6795 -1.9242 4.9826  0.424
H72 -3.0193 -4.1958 4.2226  0.323
H73 3.2428 -1.8638 -4.0915  0.298
H74 2.2944 -6.2019 3.4279  0.255
H75 -1.7482 -0.6019 -0.0339  -1.078
H76 -2.9127 0.2566 -3.6929  0.223
H77 -1.0133 7.0755 -0.3956  0.544
H78 -4.7191 -3.7468 2.6061  0.193
H79 -7.3875 -6.0794 -2.3600  0.350
H80 1.1446 1.5176 3.9701  0.452
H81 -3.3650 6.0033 0.0650  0.306
H82 -0.3462 -6.9751 2.1279  0.139
H83 4.4529 -2.5526 -0.1071  0.501
H84 0.6818 -5.0720 0.5533  -0.114
H85 1.9745 2.9325 0.1875  0.025
H86 -3.8900 -1.3086 3.9452  0.314
H87 0.2416 2.7818 3.1883  0.053
H88 -7.1621 3.7828 -0.3440  0.281
H89 -3.4611 2.2135 2.5293  0.740
H90 5.8458 -1.4157 -3.3670  0.262
H91 -5.0276 -5.7553 -1.1567  0.338
H92 -0.1526 -0.7350 1.7592  -0.226
H93 1.8835 2.3537 2.5696  -0.630
H94 6.3530 0.4086 -0.3516  0.307
H95 1.3907 -0.1037 1.3757  0.133
H96 1.3197 4.0555 6.5645  0.469
H97 0.1893 8.3170 1.2226  0.390
H98 4.3987 0.8521 5.6666  0.196
H99 1.3333 -1.7666 3.2554  0.295
H100 2.3332 5.4039 -2.8077  0.083
H101 3.3595 2.1445 0.9037  -0.211
H102 1.2229 -3.2682 -7.4404  0.349
H103 2.1357 3.2047 -4.1637  0.386
H104 1.7871 -3.0735 2.2613  -0.171
H105 -3.0881 -6.6066 3.6341  0.346
H106 4.2485 1.4015 3.3015  -0.001
H107 3.7038 3.9888 2.4617  -0.157
H108 5.7092 -1.1503 3.6521  0.278
H109 4.7315 5.2537 3.7309  0.303
H110 3.8593 -0.8928 -0.2367  -0.088
H111 0.6702 2.2367 -4.5407  0.346
H112 2.8502 -0.4504 4.3726  0.083
H113 2.6600 -7.2359 1.5050  0.266
H114 5.6616 0.8057 -1.7822  0.289
H115 5.1015 6.9102 3.2450  0.372
H116 3.4691 6.3617 3.7936  0.266
H117 1.9672 4.4327 4.2541  -0.181
H118 -4.6816 -5.8440 3.4232  0.483
H119 1.2886 6.7800 -2.9456  0.296
H120 -0.4760 2.1223 -1.7004  -0.626
H121 -4.0020 -7.4963 -2.9615  0.249
H122 0.9513 2.3996 6.2261  0.391
H123 2.0951 -3.2134 3.9315  0.503
H124 1.7164 1.7599 -3.2831  0.262
H125 4.6300 0.3933 1.9976  0.066
H126 5.7438 4.6860 0.4745  0.350
H127 -4.9973 1.1274 -3.5563  0.572
H128 -5.4079 3.7328 0.1658  0.226

Calculated values
HOMO: -8.757 eV
Relative energy (zero: lowest compared OMol25 entry of this formula, charge and spin): 1.029 eV
HOMO-LUMO gap: 9.10 eV

---

No. 2
Formula: C47H134Br6N21O10P7
Source: the OMol25 dataset
Level of theory: the ωB97M-V functional and the def2-TZVPD basis

Last column: Mulliken charge in e.
Element x y z (Å)
Br1 13.4880 -23.5682 21.3209  -0.025
Br2 13.2884 -21.0416 19.5456  -0.009
Br3 14.5132 -11.0275 16.8406  -0.003
Br4 16.1358 -10.9935 19.5088  -0.016
Br5 10.6663 -21.8461 21.2914  -0.010
Br6 17.3764 -12.8028 17.2145  -0.008
P1 -2.4038 -9.7281 15.9579  0.347
P2 8.2505 -6.4810 25.8420  0.502
P3 17.4270 -13.8691 28.2171  0.477
P4 3.0370 -19.6886 28.9357  0.324
P5 11.6674 -15.1802 9.3911  0.256
P6 10.6605 -27.0490 15.3209  0.507
P7 7.9913 -15.8970 19.2582  0.411
O1 -3.3085 -9.3929 17.0342  -0.847
O2 8.9105 -6.3571 27.2076  -0.850
O3 1.7293 -22.7192 18.0411  -0.597
O4 11.0164 -25.5853 15.5533  -0.836
O5 3.8627 -19.1625 30.0548  -0.850
O6 0.3884 -22.7100 19.8288  -0.337
O7 -0.3944 -21.7839 18.0721  -0.295
O8 18.3502 -14.8106 27.5529  -0.841
O9 12.5151 -14.2942 8.5671  -0.865
O10 7.5183 -15.4659 20.5766  -0.856
N1 12.0053 -28.0801 15.7825  0.115
N2 1.4336 -19.1200 28.8717  0.322
N3 -2.4864 -11.2908 15.5110  0.392
N4 15.9767 -14.6535 28.9462  0.075
N5 10.6372 -14.2422 10.3428  0.191
N6 -2.7689 -8.9263 14.4736  0.257
N7 10.3124 -27.6240 13.7175  0.182
N8 18.2238 -12.9578 29.4663  0.167
N9 -0.6906 -9.3966 16.2123  0.243
N10 9.3328 -27.4679 16.3428  0.331
N11 16.7050 -12.7487 27.1780  0.253
N12 12.4426 -16.2117 10.4286  0.391
N13 9.7107 -16.0390 19.0810  0.229
N14 7.3763 -7.9119 25.4670  0.244
N15 7.1368 -5.2747 25.5105  0.106
N16 2.7914 -21.4043 28.9493  0.205
N17 9.4039 -6.3947 24.6428  0.275
N18 10.5036 -16.0481 8.4024  0.201
N19 7.3615 -17.4129 18.8290  0.197
N20 7.4272 -14.9708 18.0094  0.284
N21 3.6747 -19.4283 27.3716  0.301
C1 4.9259 -20.1441 27.0981  -1.028
C2 8.5786 -26.3240 16.8784  -1.044
C3 -1.5579 -11.9353 14.5596  -1.346
C4 9.0911 -6.0688 23.2195  -1.450
C5 12.2108 -22.5865 20.1788  -0.362
C6 10.7229 -12.7494 10.2990  -1.076
C7 17.2758 -11.4965 26.8066  -0.997
C8 13.8030 -16.3678 10.4093  -1.264
C9 0.6585 -22.3926 18.5800  0.867
C10 -0.1072 -21.1162 16.8980  -0.671
C11 10.7032 -15.7572 20.1726  -1.072
C12 10.7382 -17.3898 7.8754  -1.001
C13 2.8711 -22.1992 30.1548  -0.998
C14 15.6832 -13.2525 26.1814  -0.945
C15 -0.1448 -8.0576 16.0467  -1.150
C16 0.8206 -18.5949 30.1039  -1.008
C17 12.3884 -28.1884 17.1796  -1.073
C18 9.6461 -15.1087 7.5476  -0.991
C19 7.9463 -18.3388 17.7950  -0.845
C20 6.8170 -8.0585 24.1639  -0.952
C21 17.5521 -12.3033 30.6486  -1.035
C22 15.7040 -16.0652 28.8213  -1.033
C23 8.9475 -28.9019 16.6790  -1.338
C24 1.4029 -23.2479 20.7397  -0.617
C25 9.5019 -14.7134 11.1194  -1.172
C26 7.1920 -9.0409 26.4259  -1.012
C27 5.9517 -17.7539 19.1580  -1.079
C28 5.9835 -5.1523 26.4848  -1.021
C29 14.9018 -13.8729 29.4587  -1.272
C30 7.7908 -3.9582 25.3696  -1.079
C31 -4.0837 -8.1706 14.4972  -1.105
C32 2.3272 -22.1183 27.7053  -1.178
C33 0.5133 -19.4152 27.8589  -1.117
C34 -3.5375 -12.0744 15.9485  -1.175
C35 16.2704 -11.2089 17.6002  -0.286
C36 10.2733 -15.9836 17.7586  -1.397
C37 7.9777 -13.6120 18.0928  -1.035
C38 19.7073 -12.8098 29.4419  -1.139
C39 3.3588 -18.2753 26.4942  -1.104
C40 10.6861 -7.1031 24.8065  -1.079
C41 -2.0291 -8.9851 13.1724  -1.043
C42 9.0990 -28.4546 13.4271  -0.992
C43 10.5404 -26.6801 12.6348  -1.025
C44 0.3417 -10.4558 16.6046  -0.861
C45 6.0430 -14.9575 17.5613  -1.027
C46 11.7717 -17.0194 11.4591  -1.050
C47 13.2298 -28.0678 14.9515  -1.006
H1 11.1218 -12.3717 9.3576  0.329
H2 10.7006 -17.1099 11.2785  0.262
H3 0.0251 -7.6951 17.0605  0.378
H4 6.0995 -8.8790 24.1688  0.390
H5 0.5774 -20.3258 17.2059  0.304
H6 11.8227 -16.5019 12.4171  0.361
H7 9.0734 -29.2596 14.1616  0.305
H8 2.3562 -17.8515 26.4382  0.309
H9 11.6034 -28.6896 17.7458  0.188
H10 20.1037 -13.7411 29.0375  0.364
H11 9.0661 -13.5546 18.1095  0.244
H12 0.2178 -21.7507 16.0735  0.272
H13 11.5864 -26.9046 12.4259  0.225
H14 7.1939 -8.6244 27.4332  0.311
H15 10.9380 -16.7849 17.4359  0.358
H16 13.4020 -28.5789 17.2716  0.417
H17 7.1718 -3.0718 25.5075  0.403
H18 4.1359 -17.5151 26.5737  0.363
H19 10.2916 -14.5230 6.8931  0.300
H20 7.9609 -29.0728 16.2482  0.386
H21 14.3840 -15.4487 10.4858  0.337
H22 -4.8355 -8.5516 15.1883  0.316
H23 1.2784 -17.7107 30.5476  0.337
H24 10.8166 -16.6105 20.8413  0.316
H25 5.3937 -14.7850 18.4196  0.337
H26 -0.1408 -18.5598 27.6895  0.385
H27 10.6029 -25.6669 13.0318  0.349
H28 1.0098 -24.1044 21.2876  0.244
H29 7.3621 -18.2907 16.8761  0.307
H30 11.2882 -7.0521 23.8993  0.393
H31 11.4512 -12.4616 11.0572  0.306
H32 16.7474 -10.2838 17.2766  0.311
H33 14.7476 -14.0264 30.5267  0.281
H34 -2.1721 -12.3882 13.7814  0.413
H35 13.7970 -28.9980 14.9843  0.345
H36 2.2989 -23.0967 29.9201  0.389
H37 -2.1876 -8.1418 12.5002  0.371
H38 9.3967 -6.8574 22.5320  0.424
H39 8.5516 -25.4238 16.2644  0.300
H40 2.3188 -21.4543 26.8410  0.364
H41 4.9944 -21.1534 27.5042  0.309
H42 8.1421 -3.9346 24.3380  0.278
H43 15.0366 -13.9643 26.6947  0.263
H44 3.3362 -18.5460 25.4386  0.395
H45 7.9896 -19.3528 18.1926  0.349
H46 -3.1995 -13.1017 16.0844  0.384
H47 8.5810 -14.2496 10.7658  0.417
H48 15.0579 -12.4392 25.8131  0.364
H49 11.7938 -17.6165 7.7259  0.314
H50 9.6181 -29.5783 16.1490  0.411
H51 13.8886 -27.2722 15.2996  0.394
H52 20.2116 -12.7610 30.4070  0.464
H53 0.1918 -11.4199 16.1188  0.273
H54 17.9972 -11.7170 26.0198  0.371
H55 9.7215 -12.3418 10.4371  0.353
H56 11.9032 -23.2142 19.3425  0.405
H57 2.4873 -21.6114 30.9886  0.258
H58 0.8372 -19.2186 30.9976  0.278
H59 9.6174 -14.4436 12.1692  0.353
H60 5.3225 -16.9050 19.4255  0.283
H61 7.6195 -8.2212 23.4444  0.211
H62 9.1548 -28.8996 12.4336  0.440
H63 6.1845 -9.3973 26.2113  0.388
H64 -4.6503 -8.1885 13.5662  0.396
H65 8.0216 -5.9809 23.0282  0.455
H66 -3.8352 -7.1374 14.7399  0.325
H67 10.3501 -14.9588 20.8253  0.314
H68 12.4636 -27.1706 17.5623  0.394
H69 7.4134 -12.9981 17.3908  0.358
H70 3.8890 -22.5368 30.3500  0.269
H71 18.3154 -11.6822 31.1174  0.443
H72 1.2577 -22.2742 27.8464  0.356
H73 14.0376 -14.3032 28.9528  0.529
H74 -0.1102 -20.2921 28.0333  0.276
H75 8.1467 -27.9290 13.4976  0.316
H76 8.9978 -15.7865 6.9923  0.446
H77 10.3888 -18.1838 8.5353  0.278
H78 5.8083 -18.4903 19.9487  0.307
H79 9.0317 -14.3883 8.0876  0.232
H80 7.6492 -13.2255 19.0575  0.371
H81 9.4167 -15.7979 11.0504  0.381
H82 14.1486 -17.0190 9.6064  0.294
H83 20.0621 -11.9870 28.8211  0.287
H84 8.9336 -28.9635 17.7672  0.385
H85 5.0515 -20.1744 26.0158  0.334
H86 -1.0097 -11.1479 14.0424  0.430
H87 14.9625 -12.8097 29.2264  0.377
H88 -2.2909 -9.9221 12.6809  0.300
H89 9.6746 -5.1534 23.1210  0.440
H90 -3.8815 -11.9042 16.9687  0.314
H91 14.6612 -16.2071 28.5372  0.381
H92 5.8176 -19.6628 27.4998  0.312
H93 12.3133 -17.9557 11.5943  0.465
H94 10.4924 -8.1756 24.8248  0.327
H95 -0.8239 -7.4524 15.4462  0.335
H96 8.9816 -18.1011 17.5502  0.216
H97 7.8596 -9.8596 26.1575  0.301
H98 1.0653 -19.6760 26.9559  0.381
H99 17.7778 -11.0009 27.6376  0.271
H100 16.5857 -11.8214 30.5008  0.307
H101 16.3187 -16.4461 28.0058  0.333
H102 -1.0807 -12.8197 14.9817  0.372
H103 -0.9216 -20.4905 16.5329  0.262
H104 16.5863 -10.7860 26.3507  0.323
H105 10.4044 -17.5574 6.8514  0.417
H106 -0.1290 -18.1055 29.8872  0.370
H107 10.8718 -15.0923 17.5702  0.462
H108 8.7803 -26.1004 17.9260  0.298
H109 14.1469 -16.7504 11.3703  0.537
H110 6.2968 -7.1338 23.9140  0.297
H111 1.5886 -22.5720 21.5744  0.249
H112 9.8705 -26.8179 11.7860  0.402
H113 7.5549 -26.6875 16.9676  0.369
H114 17.5179 -12.9601 31.5178  0.340
H115 5.9580 -14.3410 16.6664  0.453
H116 2.3268 -23.5259 20.2326  0.318
H117 1.3540 -10.1004 16.4122  0.324
H118 0.2617 -10.6658 17.6712  0.292
H119 -4.3438 -11.9130 15.2330  0.346
H120 5.4398 -18.1259 18.2705  0.398
H121 15.9048 -16.6343 29.7289  0.301
H122 3.0794 -22.8870 27.5279  0.450
H123 13.1043 -27.9809 13.8722  0.253
H124 8.6730 -3.8894 26.0061  0.371
H125 5.8128 -15.9027 17.0697  0.206
H126 5.2809 -4.6606 25.8120  0.399
H127 11.0999 -6.8077 25.7707  0.312
H128 5.5579 -6.0583 26.9162  0.294
H129 16.1009 -13.8088 25.3423  0.294
H130 0.8014 -8.0031 15.5084  0.374
H131 -0.9587 -9.0607 13.3637  0.348
H132 11.6870 -15.4710 19.8008  0.409
H133 9.4901 -15.8696 17.0091  0.502
H134 6.3029 -4.5595 27.3419  0.323

Calculated values
HOMO: -8.116 eV
Relative energy (zero: lowest compared OMol25 entry of this formula, charge and spin): 6.345 eV
HOMO-LUMO gap: 7.76 eV